This record from the OMol25 dataset describes a single C19H17BrF3N3O4S molecule at a distorted geometry. The level of theory is ωB97M-V/def2-TZVPD.

Summary:
Largest force on an atom (Eh/bohr): 0.115
Frontier orbital gap (eV): 8.6
Structure (SMILES): Cc1ccc(F)c([C@@H](C)[C@H](NS(=O)(=O)c2cc(F)c(Br)cc2F)c2n[nH]c(=O)o2)c1C
ΔE to the lowest compared entry with this formula, charge and spin (kJ/mol): 14.60

Geometry as ORCA input:
```
! wB97M-V def2-TZVPD RIJCOSX def2/J DEFGRID3
* xyz 0 1
O -4.84 -0.09 -2.51
O -2.17 -3.06 -0.49
O -0.69 -4.43 -1.98
F 0.60 -4.02 4.08
F -0.52 2.51 -3.21
F 2.06 -3.79 -1.23
Br 3.62 -4.83 3.48
N -2.33 0.34 -0.14
O -2.49 -0.37 -2.22
C -3.74 -0.11 -1.87
C -1.76 -0.19 -1.10
C -0.87 4.06 -1.48
C 2.54 -4.19 1.01
C -0.81 4.47 -0.13
C -0.02 -3.53 1.83
C 0.98 -3.86 2.81
C -0.33 2.84 -1.89
C 1.64 -3.82 0.08
C 2.22 -4.26 2.37
C -0.15 3.75 0.79
C 0.44 2.51 0.43
C 0.27 2.00 -0.96
C 0.29 -3.62 0.42
N -3.62 0.38 -0.59
N -0.08 -1.90 -1.63
C 0.12 4.35 2.14
C 1.05 1.62 1.54
C 2.11 0.23 -1.27
C -0.36 -0.58 -0.93
C 0.56 0.55 -1.41
S -0.78 -3.32 -0.98
H -1.37 4.80 -2.21
H 3.57 -4.53 0.72
H -1.20 5.47 0.14
H -1.10 -3.40 2.13
H -4.32 1.04 -0.28
H -0.34 -1.85 -2.60
H 1.14 4.49 2.36
H -0.25 5.38 2.29
H -0.33 3.76 2.88
H 0.85 2.09 2.52
H 2.12 1.74 1.42
H 0.62 0.63 1.62
H 2.65 1.23 -1.42
H 2.24 -0.04 -0.25
H 2.55 -0.32 -2.01
H -0.14 -0.72 0.17
H 0.35 0.63 -2.45
*
```

This record from the OMol25 dataset describes a molecular structure, C33H37AuO3P. The level of theory is ωB97M-V/def2-TZVPD.

Summary:
Largest force on an atom (Eh/bohr): 0.017
Frontier orbital gap (eV): 6.1
ΔE to the lowest compared entry with this formula, charge and spin (kJ/mol): 0.00

Geometry as ORCA input:
```
! wB97M-V def2-TZVPD RIJCOSX def2/J DEFGRID3
* xyz 1 1
Au 0.42 0.06 0.80
C -3.48 -0.36 1.03
C -3.54 0.75 0.02
C -4.70 1.53 -0.03
C -4.85 2.55 -0.95
C -3.84 2.81 -1.87
C -2.69 2.05 -1.85
C -2.52 1.04 -0.90
P -1.04 0.01 -0.95
C 0.03 0.62 -2.28
C 0.55 1.89 -1.99
C 1.46 2.49 -2.84
C 1.87 1.81 -3.98
C 1.37 0.55 -4.25
C 0.45 -0.08 -3.41
C -0.02 -1.47 -3.78
C -1.59 -1.69 -1.05
C -2.67 -2.14 -1.81
C -3.03 -3.47 -1.72
C -2.34 -4.33 -0.87
C -1.29 -3.87 -0.10
C -0.90 -2.53 -0.19
C 0.25 -2.00 0.61
H -3.99 -1.25 0.66
H -3.97 -0.06 1.95
H -2.46 -0.66 1.28
H -5.49 1.32 0.68
H -5.76 3.13 -0.96
H -3.96 3.60 -2.60
H -1.91 2.25 -2.57
H 0.24 2.41 -1.10
H 1.86 3.47 -2.60
H 2.59 2.26 -4.65
H 1.70 0.03 -5.14
H 0.48 -1.80 -4.69
H -1.09 -1.50 -3.96
H 0.20 -2.19 -3.00
H -3.22 -1.46 -2.44
H -3.87 -3.84 -2.30
H -2.64 -5.36 -0.79
H -0.77 -4.54 0.57
H 1.21 -2.25 0.17
H 0.22 -2.31 1.66
C 3.39 -1.09 3.77
C 2.88 -0.88 2.37
O 1.82 -0.17 2.32
C 3.57 -1.43 1.26
C 4.59 -2.40 1.52
C 5.31 -2.99 0.54
C 5.07 -2.61 -0.81
C 4.14 -1.67 -1.12
C 3.34 -1.01 -0.12
O 2.51 -0.12 -0.48
H 2.84 -0.44 4.45
H 4.45 -0.88 3.84
H 3.23 -2.13 4.09
H 4.78 -2.69 2.55
H 6.06 -3.73 0.77
H 5.64 -3.08 -1.60
H 3.96 -1.37 -2.15
C 0.69 2.04 4.45
C 0.89 2.59 3.06
O -0.02 2.00 2.11
C -1.34 2.56 2.16
C -1.49 3.69 1.16
H 1.41 2.49 5.14
H 0.81 0.96 4.46
H -0.31 2.27 4.84
H 1.89 2.35 2.69
H 0.77 3.67 3.04
H -1.54 2.91 3.18
H -2.03 1.75 1.96
H -0.80 4.51 1.39
H -2.51 4.09 1.20
H -1.30 3.34 0.15
*
```

Please write out number 1 again, unchanged.
This record from the OMol25 dataset describes a single C19H17BrF3N3O4S molecule at a distorted geometry. The level of theory is ωB97M-V/def2-TZVPD.

Summary:
Largest force on an atom (Eh/bohr): 0.115
Frontier orbital gap (eV): 8.6
Structure (SMILES): Cc1ccc(F)c([C@@H](C)[C@H](NS(=O)(=O)c2cc(F)c(Br)cc2F)c2n[nH]c(=O)o2)c1C
ΔE to the lowest compared entry with this formula, charge and spin (kJ/mol): 14.60

Geometry as ORCA input:
```
! wB97M-V def2-TZVPD RIJCOSX def2/J DEFGRID3
* xyz 0 1
O -4.84 -0.09 -2.51
O -2.17 -3.06 -0.49
O -0.69 -4.43 -1.98
F 0.60 -4.02 4.08
F -0.52 2.51 -3.21
F 2.06 -3.79 -1.23
Br 3.62 -4.83 3.48
N -2.33 0.34 -0.14
O -2.49 -0.37 -2.22
C -3.74 -0.11 -1.87
C -1.76 -0.19 -1.10
C -0.87 4.06 -1.48
C 2.54 -4.19 1.01
C -0.81 4.47 -0.13
C -0.02 -3.53 1.83
C 0.98 -3.86 2.81
C -0.33 2.84 -1.89
C 1.64 -3.82 0.08
C 2.22 -4.26 2.37
C -0.15 3.75 0.79
C 0.44 2.51 0.43
C 0.27 2.00 -0.96
C 0.29 -3.62 0.42
N -3.62 0.38 -0.59
N -0.08 -1.90 -1.63
C 0.12 4.35 2.14
C 1.05 1.62 1.54
C 2.11 0.23 -1.27
C -0.36 -0.58 -0.93
C 0.56 0.55 -1.41
S -0.78 -3.32 -0.98
H -1.37 4.80 -2.21
H 3.57 -4.53 0.72
H -1.20 5.47 0.14
H -1.10 -3.40 2.13
H -4.32 1.04 -0.28
H -0.34 -1.85 -2.60
H 1.14 4.49 2.36
H -0.25 5.38 2.29
H -0.33 3.76 2.88
H 0.85 2.09 2.52
H 2.12 1.74 1.42
H 0.62 0.63 1.62
H 2.65 1.23 -1.42
H 2.24 -0.04 -0.25
H 2.55 -0.32 -2.01
H -0.14 -0.72 0.17
H 0.35 0.63 -2.45
*
```

> Which formula does entry 2 have?

C33H37AuO3P